# 1
The following is a DFT calculation (wB97M-V/def2-TZVPD) of a cluster of 3 separate species, C28H22ClF16O7P in total in a non-equilibrium geometry.

Output
E_HOMO   -9.9 eV
Calculated total energy   -109016.70045 eV
F_max   1.93 eV/Å
Lowest unoccupied orbital energy   -1.05 eV
SMILES   CC(=O)OCCc1c([PH2]=O)c(Cl)cc2c1C(=O)c1ccccc1C2=O.FC(F)C(F)(F)COC(F)(F)C(F)F.FC(F)C(F)(F)COC(F)(F)C(F)F
Gap between HOMO and LUMO   8.893 eV

Each line ends with the Löwdin charge.
Positions of all 75 atoms, in Å:
C 5.167 -1.869 -0.522  0.03
C 5.156 -0.360 -0.340  -0.55
O 6.195 0.210 -0.118  0.10
O 3.937 0.203 -0.405  -0.01
C 3.929 1.562 -0.889  -0.12
C 2.799 1.662 -1.966  -0.09
C 2.314 0.318 -2.450  -0.14
C 2.987 -0.371 -3.443  -0.28
P 4.491 0.287 -4.239  0.75
O 5.335 1.136 -3.366  -0.42
C 2.499 -1.595 -3.850  -0.62
Cl 3.307 -2.502 -5.108  0.69
C 1.364 -2.144 -3.331  -0.04
C 0.702 -1.434 -2.382  -0.08
C 1.164 -0.228 -1.920  -0.03
C 0.353 0.430 -0.829  -0.23
O 0.868 1.061 0.082  0.13
C -1.134 0.238 -0.923  -0.10
C -1.971 1.231 -0.506  0.01
C -3.328 1.037 -0.632  -0.05
C -3.781 -0.134 -1.175  -0.06
C -2.947 -1.144 -1.570  0.00
C -1.599 -0.948 -1.433  -0.10
C -0.585 -1.981 -1.815  -0.24
O -0.785 -3.179 -1.688  0.13
H 4.181 -2.220 -0.835  0.08
H 5.963 -2.181 -1.189  0.09
H 5.311 -2.292 0.476  0.08
H 3.687 2.206 -0.046  0.13
H 4.857 1.842 -1.374  0.10
H 1.990 2.222 -1.504  0.10
H 3.144 2.291 -2.789  0.11
H 4.058 0.981 -5.392  0.03
H 5.252 -0.815 -4.671  -0.01
H 1.053 -3.109 -3.706  0.13
H -1.611 2.158 -0.080  0.13
H -4.066 1.766 -0.319  0.09
H -4.848 -0.279 -1.302  0.10
H -3.342 -2.058 -1.994  0.13
F 7.365 -0.222 6.017  0.10
C 7.503 0.677 5.025  -0.31
F 7.827 1.858 5.605  0.09
C 6.216 0.848 4.213  -0.44
F 5.233 1.345 4.997  0.13
F 6.479 1.797 3.274  0.11
C 5.680 -0.382 3.450  -0.03
O 4.613 -1.116 4.054  0.04
C 4.857 -2.126 4.963  -0.54
F 6.167 -2.418 5.034  0.15
F 4.244 -3.234 4.486  0.14
C 4.254 -1.817 6.336  -0.29
F 4.777 -0.692 6.855  0.10
F 4.527 -2.830 7.190  0.10
H 8.332 0.373 4.381  0.17
H 5.238 0.020 2.539  0.13
H 6.479 -1.037 3.106  0.15
H 3.172 -1.694 6.258  0.18
F -8.041 2.746 -1.018  0.11
C -7.416 1.999 -0.095  -0.29
F -6.083 2.091 -0.350  0.07
C -7.838 0.529 -0.149  -0.44
F -7.478 -0.017 -1.332  0.13
F -7.108 -0.108 0.810  0.10
C -9.317 0.194 0.136  -0.04
O -10.177 -0.042 -0.975  0.04
C -10.835 0.997 -1.610  -0.54
F -10.693 2.151 -0.934  0.15
F -12.151 0.697 -1.583  0.15
C -10.416 1.127 -3.077  -0.29
F -9.096 1.373 -3.182  0.10
F -11.075 2.159 -3.648  0.10
H -7.605 2.430 0.892  0.18
H -9.291 -0.769 0.646  0.15
H -9.762 0.886 0.851  0.15
H -10.644 0.208 -3.621  0.18

=====

# 2
The following is a DFT calculation (wB97M-V/def2-TZVPD) of a structure of composition C28H22IN5O6Os.

Output
E_HOMO   -13.7 eV
Calculated total energy   -59679.50993 eV
F_max   0.91 eV/Å
ΔE to the lowest compared entry with this formula, charge and spin   0.000 eV
Total charge   +2
Lowest unoccupied orbital energy   -6.27 eV
Gap between HOMO and LUMO   7.445 eV

Each line ends with the natural charge from an NBO analysis.
Positions of all 63 atoms, in Å:
Os -0.979 0.136 -0.967  0.79
C 4.276 -2.043 -2.669  -0.65
C 4.219 -0.690 -2.033  0.18
N 5.370 -0.051 -1.822  -0.35
C 5.363 1.168 -1.299  0.07
C 4.211 1.884 -0.987  -0.03
C 4.298 3.281 -0.430  -0.11
O 3.511 3.403 0.754  -0.74
C 2.992 1.241 -1.195  -0.14
C 1.756 2.018 -0.977  0.18
N 0.509 1.692 -0.996  -0.47
C -0.397 2.787 -0.783  0.14
C -0.238 3.701 0.257  -0.24
C -1.150 4.728 0.419  -0.16
C -2.233 4.853 -0.445  -0.17
C -2.417 3.940 -1.472  -0.21
C -1.495 2.918 -1.632  -0.23
I -1.734 1.517 -3.194  0.40
C 3.040 -0.059 -1.677  0.30
O 1.775 -0.632 -1.885  -0.48
H 5.089 -2.052 -3.391  0.26
H 3.346 -2.300 -3.173  0.22
H 4.491 -2.806 -1.920  0.25
H 6.336 1.618 -1.138  0.22
H 3.926 4.009 -1.156  0.20
H 5.343 3.532 -0.247  0.21
H 4.091 3.467 1.518  0.50
H 1.955 3.075 -0.822  0.22
H 0.603 3.599 0.933  0.24
H -1.020 5.435 1.226  0.25
H -2.938 5.662 -0.321  0.25
H -3.257 4.036 -2.145  0.25
O -6.111 -3.703 2.036  -0.35
N -5.088 -3.702 2.680  0.53
O -4.869 -4.346 3.673  -0.32
C -4.003 -2.810 2.213  0.06
C -3.197 -2.305 3.166  -0.14
C -2.149 -1.391 2.819  -0.09
C -1.277 -0.816 3.758  -0.09
C -0.304 0.048 3.322  -0.24
C -0.200 0.333 1.957  0.08
N -1.016 -0.199 1.055  -0.42
C -1.986 -1.051 1.478  0.23
C -2.846 -1.599 0.475  0.12
N -2.591 -1.199 -0.798  -0.43
C -3.315 -1.720 -1.775  0.10
C -4.331 -2.649 -1.536  -0.22
C -4.620 -3.035 -0.253  -0.10
C -3.864 -2.495 0.810  0.00
H -3.349 -2.593 4.198  0.27
H -1.380 -1.056 4.808  0.25
H 0.386 0.512 4.012  0.25
H 0.560 1.003 1.580  0.22
H -3.081 -1.398 -2.780  0.22
H -4.886 -3.049 -2.372  0.26
H -5.415 -3.737 -0.057  0.27
C 1.736 -3.444 0.297  -0.26
O 2.193 -2.375 -0.586  -0.45
C 1.327 -1.578 -1.106  1.05
O 0.095 -1.639 -0.902  -0.62
H 2.525 -3.568 1.030  0.23
H 1.620 -4.344 -0.299  0.22
H 0.796 -3.166 0.764  0.21

=====

# 3
The following is a DFT calculation (wB97M-V/def2-TZVPD) of a structure of composition C28H23AuBrClF6IN3O3.

Output
E_HOMO (spin up / spin down)   -7.3 / -8.7 eV
Calculated total energy   -150684.83833 eV
F_max   0.36 eV/Å
Multiplicity   3
ΔE to the lowest compared entry with this formula, charge and spin   0.381 eV
Lowest unoccupied orbital energy (spin up / spin down)   -0.11 / -1.02 eV
Gap between HOMO and LUMO (spin up / spin down)   7.159 / 7.698 eV
<S²>   2.0472

Each line ends with the Löwdin spin population.
Positions of all 67 atoms, in Å:
Au 0.016 0.034 0.140  0.57
I -0.944 8.730 -2.043  0.00
C -0.788 6.681 -1.672  0.00
C -0.455 6.243 -0.398  0.00
C -0.345 4.881 -0.159  0.00
C -0.581 3.968 -1.181  0.00
C -0.917 4.422 -2.448  0.00
C -1.016 5.782 -2.704  0.00
C -0.485 2.496 -0.930  0.01
O -0.925 1.685 -1.752  0.01
O 0.056 2.146 0.187  0.08
H -0.275 6.955 0.395  0.00
H -0.064 4.513 0.819  0.00
H -1.106 3.698 -3.230  0.00
H -1.272 6.136 -3.693  0.00
C 4.319 0.126 1.377  0.01
C 2.810 0.001 1.617  0.01
O 2.175 -0.174 0.420  0.18
C 2.337 1.284 2.342  0.00
F 2.480 2.341 1.542  0.00
F 1.041 1.222 2.702  0.00
F 3.039 1.533 3.462  0.00
C 2.572 -1.233 2.526  0.00
F 3.119 -2.324 1.956  0.00
F 1.263 -1.506 2.692  0.00
F 3.105 -1.126 3.750  0.00
H 4.500 1.038 0.812  0.00
H 4.638 -0.723 0.778  0.00
H 4.886 0.154 2.306  0.00
N -3.451 1.774 5.019  0.00
C -2.977 1.243 3.852  0.00
C -3.119 1.918 2.636  0.00
C -2.624 1.344 1.489  0.00
N -2.018 0.150 1.455  0.05
C -1.901 -0.500 2.620  0.01
C -2.359 -0.011 3.821  0.00
H -3.680 2.752 5.044  0.00
H -3.144 1.375 5.888  0.00
H -3.601 2.886 2.592  0.00
H -2.709 1.859 0.539  0.00
H -1.397 -1.460 2.587  0.00
H -2.223 -0.586 4.728  0.00
Cl -0.853 -6.298 -4.036  0.04
C -0.289 -4.667 -3.827  0.13
C -1.213 -3.628 -3.752  -0.02
C -0.769 -2.340 -3.546  0.11
C 0.612 -2.050 -3.402  0.05
C 1.052 -0.750 -3.123  0.50
C 1.517 -3.134 -3.510  0.12
C 1.076 -4.422 -3.721  -0.02
H -2.269 -3.844 -3.849  0.00
H -1.480 -1.525 -3.473  0.00
H 0.360 0.079 -3.043  0.03
H 2.104 -0.546 -2.968  0.03
H 2.578 -2.941 -3.404  0.00
H 1.775 -5.245 -3.785  0.00
Br 2.467 -5.173 -0.578  0.00
C 0.883 -4.186 -0.346  0.00
C -0.345 -4.818 -0.295  0.00
C -1.479 -4.037 -0.141  0.00
C -1.343 -2.667 -0.047  0.01
N -0.145 -2.074 -0.093  0.06
C 0.959 -2.810 -0.244  0.01
H -0.412 -5.894 -0.380  0.00
H -2.463 -4.484 -0.108  0.00
H -2.195 -2.008 0.063  0.00
H 1.893 -2.265 -0.275  0.00

=====

# 4
The following is a DFT calculation (wB97M-V/def2-TZVPD) of a structure of composition C28H23AuCl7IN4O6S in a non-equilibrium geometry.

Output
E_HOMO   -7.7 eV
Calculated total energy   -157937.23333 eV
F_max   1.90 eV/Å
ΔE to the lowest compared entry with this formula, charge and spin   1.556 eV
Lowest unoccupied orbital energy   -2.65 eV
Gap between HOMO and LUMO   5.058 eV

Each line ends with the Löwdin charge.
Positions of all 71 atoms, in Å:
Au 0.510 -0.031 1.009  0.80
Cl 2.436 1.147 3.539  0.66
C 1.113 2.114 3.020  -0.72
C 0.276 1.665 2.011  -0.42
C -0.814 2.415 1.605  -0.75
Cl -1.822 1.802 0.347  0.77
C -1.069 3.650 2.194  -0.73
Cl -2.400 4.586 1.665  0.72
C -0.224 4.116 3.201  -0.70
Cl -0.522 5.641 3.923  0.71
C 0.864 3.347 3.621  -0.70
Cl 1.890 3.921 4.869  0.71
I 2.733 0.377 -0.233  0.37
C -8.122 -3.677 2.819  -0.11
C -6.681 -4.013 2.462  -0.30
S -5.576 -3.167 3.561  0.64
O -5.874 -3.542 4.921  -0.30
O -5.549 -1.766 3.208  -0.31
C -3.977 -3.837 3.162  -0.20
C -2.954 -3.250 4.143  -0.12
N -1.738 -2.830 3.446  0.06
C -1.499 -1.569 3.032  -0.27
N -0.354 -1.525 2.361  0.01
C 0.171 -2.780 2.327  -0.01
C -0.683 -3.595 2.990  -0.12
N -0.560 -5.011 3.170  -0.33
O -1.510 -5.605 3.652  0.09
O 0.483 -5.515 2.819  0.12
C -2.400 -0.420 3.292  0.04
H -8.793 -4.217 2.154  0.08
H -8.310 -2.610 2.708  0.08
H -8.342 -3.963 3.846  0.08
H -6.417 -3.684 1.457  0.11
H -6.468 -5.078 2.571  0.11
H -3.753 -3.530 2.139  0.13
H -4.022 -4.922 3.220  0.11
H -2.691 -3.973 4.906  0.13
H -3.349 -2.368 4.642  0.12
H 1.087 -3.032 1.823  0.14
H -2.275 -0.058 4.314  0.11
H -3.447 -0.687 3.143  0.07
H -2.146 0.384 2.609  0.04
Cl 1.176 4.093 -0.500  0.73
C 1.631 4.129 -2.176  -0.57
C 2.446 5.159 -2.613  -0.11
C 2.779 5.240 -3.954  -0.08
C 2.313 4.284 -4.841  -0.11
C 1.526 3.241 -4.381  -0.58
Cl 1.058 2.011 -5.504  0.75
C 1.147 3.136 -3.035  -0.32
N 0.373 2.079 -2.565  0.04
C -0.886 1.730 -3.096  -0.27
C -1.677 2.735 -3.647  -0.05
C -2.915 2.441 -4.190  -0.09
C -3.371 1.131 -4.192  -0.09
C -2.576 0.134 -3.649  -0.03
C -1.327 0.405 -3.098  -0.16
C -0.470 -0.743 -2.592  -0.05
C -1.117 -1.447 -1.399  -0.64
O -2.184 -2.017 -1.552  0.05
O -0.509 -1.429 -0.246  -0.23
H 2.798 5.893 -1.902  0.10
H 3.408 6.045 -4.308  0.11
H 2.574 4.320 -5.889  0.10
H 0.754 1.539 -1.809  -0.01
H -1.317 3.757 -3.616  0.12
H -3.530 3.236 -4.591  0.10
H -4.338 0.890 -4.613  0.10
H -2.916 -0.893 -3.636  0.11
H 0.545 -0.452 -2.334  0.05
H -0.441 -1.535 -3.344  0.13

=====

Look up the F_max of the third one. 0.36 eV/Å

=====

Number 1 is which compound? C28H22ClF16O7P

=====

The lowest calculated total energy belongs to which entry? C28H23AuCl7IN4O6S

=====

Look up the calculated total energy of the third one. -150684.83833 eV